Record 1
ORCA calculation (ωB97M-V with the def2-TZVPD basis set) on a 2-piece molecular cluster, C5H6N2 overall at a distorted geometry.

Properties
Energy above the lowest of the compared OMol25 structures with the same formula, charge and spin (kJ/mol): 216.9
Molar mass (g/mol): 94.117
E_LUMO (eV): 0.197
Calculated total energy (eV): -8260.1103

Last column: Mulliken charge in e.
Cartesian coordinates (Å):
C: -1.909 3.245 0.197  0.45
C: 0.071 -0.940 -1.169  -0.68
C: -0.384 0.386 -1.007  0.00
C: 0.578 -1.335 0.011  -0.13
C: 0.479 -0.189 0.954  -0.86
N: -2.532 4.183 0.355  -0.37
N: -0.267 0.844 0.186  -0.49
H: 0.041 -1.455 -2.050  0.47
H: -0.815 0.821 -1.899  0.38
H: -1.286 2.372 0.145  0.02
H: 1.060 -2.155 0.431  0.44
H: -0.004 -0.225 1.847  0.43
H: 1.375 0.311 1.256  0.33

=====

Record 2
ORCA calculation (ωB97M-V with the def2-TZVPD basis set) on C22H27BLiN9O5Se as an isolated structure at a distorted geometry.

Properties
Charge: -1
Multiplicity: 2
Energy above the lowest of the compared OMol25 structures with the same formula, charge and spin (kJ/mol): 280.0
Molar mass (g/mol): 594.229
E_LUMO (alpha / beta) (eV): 2.701 / 1.860
Calculated total energy (eV): -113130.4288

Last column: Mulliken charge in e.
Cartesian coordinates (Å):
Li: 0.140 0.567 -0.123  1.11
C: 3.500 -0.495 -0.670  -1.18
C: 2.900 -0.584 0.704  0.61
C: 3.548 -0.575 1.957  -1.39
C: 2.532 -0.664 2.870  -0.25
N: 1.364 -0.767 2.200  0.97
N: 1.590 -0.703 0.847  -1.08
B: -0.047 -0.570 2.799  -0.57
N: -0.427 0.975 2.550  2.02
C: -1.397 1.775 3.113  -0.23
C: -1.248 3.034 2.625  -1.33
C: -0.127 2.951 1.754  0.78
C: 0.529 3.958 0.984  -1.44
N: 0.329 1.669 1.713  -1.15
N: -1.121 -1.501 2.189  2.04
C: -2.241 -1.902 2.844  -0.31
C: -2.903 -2.784 2.036  -1.29
C: -2.082 -2.888 0.885  0.54
C: -2.294 -3.715 -0.345  -1.36
N: -1.015 -2.119 0.978  -0.90
N: 0.050 -0.853 4.320  0.83
C: 0.616 -1.952 4.863  -0.30
C: 0.266 -1.998 6.188  -1.36
C: -0.560 -0.869 6.373  0.70
C: -1.266 -0.421 7.617  -1.31
N: -0.706 -0.194 5.243  -0.89
H: 4.460 0.023 -0.643  0.34
H: 2.834 0.047 -1.345  0.20
H: 3.666 -1.493 -1.086  0.24
H: 4.603 -0.485 2.161  0.39
H: 2.558 -0.648 3.947  0.52
H: -2.100 1.356 3.815  0.47
H: -1.841 3.905 2.853  0.38
H: 0.334 4.976 1.318  0.43
H: 0.064 3.956 -0.272  0.65
H: 1.583 3.752 0.804  0.31
H: -2.503 -1.500 3.811  0.48
H: -3.834 -3.290 2.243  0.38
H: -3.156 -3.364 -0.918  0.18
H: -2.464 -4.766 -0.093  0.43
H: -1.416 -3.649 -0.988  0.28
H: 1.223 -2.617 4.268  0.61
H: 0.568 -2.730 6.922  0.38
H: -0.644 -0.570 8.502  0.34
H: -2.193 -0.979 7.767  0.22
H: -1.519 0.637 7.545  0.35
O: -3.299 0.340 0.484  -0.40
C: -4.053 -0.350 -0.485  -0.67
C: -3.300 -0.656 -1.763  0.45
C: -4.011 -0.903 -2.931  -0.88
C: -3.320 -1.173 -4.098  -0.40
C: -1.936 -1.181 -4.062  -0.80
C: -1.316 -0.919 -2.851  -0.36
N: -1.973 -0.667 -1.712  0.54
H: -2.671 0.938 0.030  0.36
H: -4.956 0.203 -0.767  0.43
H: -4.378 -1.293 -0.035  0.26
H: -5.095 -0.866 -2.921  0.44
H: -3.853 -1.355 -5.025  0.39
H: -1.345 -1.348 -4.954  0.41
H: -0.230 -0.906 -2.788  0.40
O: -1.236 2.658 -3.130  -0.70
Se: -0.557 2.553 -1.666  0.91
O: -1.547 2.067 -0.442  -0.74
O: 0.753 1.543 -1.586  -0.71
O: -0.048 4.121 -1.181  -0.75

=====

Record 3
ORCA calculation (ωB97M-V with the def2-TZVPD basis set) on a 3-piece molecular cluster, C4H11NO overall at a distorted geometry.

Properties
Energy above the lowest of the compared OMol25 structures with the same formula, charge and spin (kJ/mol): 603.9
Molar mass (g/mol): 89.138
E_LUMO (eV): -1.236
Calculated total energy (eV): -7858.2950

Last column: Mulliken charge in e.
Cartesian coordinates (Å):
C: -1.380 -0.494 -2.303  -1.00
C: -1.551 0.144 -0.917  -0.68
C: -0.441 -0.326 -0.036  0.29
C: 0.871 -0.041 -0.243  -1.14
N: 1.789 -0.715 0.557  -0.27
H: -0.414 -0.094 -2.725  0.28
H: -2.245 -0.367 -2.946  0.34
H: -1.076 -1.521 -2.088  0.34
H: -1.517 1.241 -1.082  0.31
H: -2.530 -0.094 -0.494  0.28
H: -1.193 -2.002 -0.214  0.24
H: -0.642 -0.846 0.944  0.54
H: 1.595 -1.556 1.090  0.21
H: 2.768 -0.501 0.501  0.24
H: 0.058 1.927 2.157  0.33
H: 1.050 0.891 1.827  0.39
O: 0.838 1.510 2.545  -0.69

=====

Record 4
ORCA calculation (ωB97M-V with the def2-TZVPD basis set) on C30H36AsI2N3O4PdS2 as an isolated structure.

Properties
Charge: -2
Energy above the lowest of the compared OMol25 structures with the same formula, charge and spin (kJ/mol): 0.0
Molar mass (g/mol): 1001.919
E_LUMO (eV): 3.826
Calculated total energy (eV): -146548.7068

Last column: Mulliken charge in e.
Cartesian coordinates (Å):
Pd: 2.033 0.083 -1.072  -0.18
I: -1.508 -1.274 3.892  -0.05
C: -2.394 -0.394 2.207  -0.22
C: -3.602 -0.922 1.749  -0.38
C: -4.217 -0.384 0.653  -0.15
I: -6.031 -1.243 0.037  -0.05
C: -3.646 0.718 -0.030  1.29
C: -4.219 1.330 -1.164  -0.72
C: -3.613 2.402 -1.742  -1.29
C: -2.415 2.869 -1.182  -0.10
N: -1.833 2.328 -0.143  0.13
C: -2.416 1.255 0.442  -0.49
C: -1.711 0.671 1.592  0.35
O: -0.592 1.112 1.972  -0.95
H: -4.046 -1.761 2.268  0.30
H: -5.132 0.921 -1.579  0.12
H: -4.020 2.868 -2.630  0.34
H: -1.916 3.733 -1.620  0.48
C: 3.642 -0.114 3.619  -1.44
C: 2.763 0.505 2.538  -0.36
N: 1.755 -0.411 2.051  0.43
C: 2.009 -1.330 1.103  -0.06
S: 3.582 -1.622 0.477  -0.23
N: 0.941 -2.051 0.695  0.46
C: 1.031 -3.200 -0.184  -0.08
C: 1.319 -4.474 0.599  -1.50
H: 4.376 0.614 3.976  0.44
H: 4.177 -0.976 3.224  0.31
H: 3.029 -0.436 4.463  0.31
H: 3.380 0.859 1.705  0.13
H: 2.221 1.361 2.947  0.31
H: 0.789 -0.051 2.119  -0.01
H: 0.028 -1.616 0.758  0.07
H: 1.813 -3.027 -0.924  0.15
H: 0.078 -3.267 -0.707  0.14
H: 2.267 -4.386 1.131  0.30
H: 1.383 -5.325 -0.085  0.45
H: 0.528 -4.674 1.325  0.31
C: 3.897 3.335 -0.794  -1.43
As: 2.141 2.450 -0.700  1.18
C: 1.276 3.539 -2.079  -1.06
C: 1.468 3.357 0.947  -0.38
C: 1.156 4.802 0.781  -0.48
C: -0.140 5.206 0.452  0.24
C: -0.439 6.545 0.247  -0.68
C: 0.545 7.517 0.370  -0.41
C: 1.835 7.132 0.715  -0.77
C: 2.132 5.792 0.921  -0.32
H: 3.830 4.424 -0.791  0.40
H: 4.384 3.005 -1.714  0.37
H: 4.499 2.993 0.049  0.33
H: 1.373 4.609 -1.892  0.54
H: 0.223 3.269 -2.132  -0.04
H: 1.746 3.279 -3.031  0.44
H: 2.272 3.213 1.671  0.57
H: 0.597 2.778 1.254  -0.06
H: -0.902 4.439 0.360  0.62
H: -1.453 6.830 -0.010  0.42
H: 0.310 8.562 0.210  0.36
H: 2.611 7.880 0.828  0.37
H: 3.137 5.503 1.206  0.43
C: 4.522 -0.858 -4.631  -1.63
C: 3.107 -0.935 -4.124  1.07
C: 2.414 0.213 -3.767  0.14
C: 1.114 0.144 -3.243  -2.03
C: 0.509 -1.101 -3.050  0.32
C: 1.201 -2.250 -3.436  -0.60
C: 2.472 -2.171 -3.973  -0.54
S: -1.209 -1.229 -2.495  1.38
O: -1.841 -0.054 -3.074  -0.75
O: -1.648 -2.508 -3.040  -0.83
O: -1.168 -1.213 -1.036  -0.50
H: 4.776 0.157 -4.942  0.37
H: 4.677 -1.523 -5.484  0.41
H: 5.228 -1.150 -3.850  0.28
H: 2.876 1.185 -3.918  0.19
H: 0.497 1.023 -3.112  0.67
H: 0.698 -3.203 -3.335  0.53
H: 2.993 -3.078 -4.263  0.31

=====

Record 5
ORCA calculation (ωB97M-V with the def2-TZVPD basis set) on a 2-piece molecular cluster, C5H10NO overall at a distorted geometry.

Properties
Charge: +1
Energy above the lowest of the compared OMol25 structures with the same formula, charge and spin (kJ/mol): 680.2
Molar mass (g/mol): 100.141
E_LUMO (alpha / beta) (eV): -5.067 / -5.066
Calculated total energy (eV): -8871.5308

Last column: Mulliken charge in e.
Cartesian coordinates (Å):
C: 1.366 -1.164 0.642  0.05
C: 1.023 -1.411 -0.625  -0.55
C: -1.954 -0.931 -0.095  -0.88
C: 1.679 1.717 0.022  -0.45
C: -0.849 0.165 0.357  0.20
N: 0.539 -0.196 0.022  -0.03
O: -1.122 1.391 -0.170  -0.54
H: 1.798 -1.095 1.652  0.43
H: 1.038 -2.095 -1.441  0.42
H: -2.471 -1.481 0.732  0.30
H: -2.800 -0.395 -0.645  0.30
H: -1.462 -1.793 -0.713  0.21
H: 2.477 1.497 0.710  0.32
H: 2.075 1.692 -1.033  0.28
H: 0.862 2.428 0.321  0.31
H: -1.042 0.333 1.465  0.24
H: -1.158 1.337 -1.200  0.37

=====

Record 6
ORCA calculation (ωB97M-V with the def2-TZVPD basis set) on C4H8N3 as an isolated structure at a distorted geometry.

Properties
Charge: +1
Energy above the lowest of the compared OMol25 structures with the same formula, charge and spin (kJ/mol): 725.0
Molar mass (g/mol): 98.129
E_LUMO (eV): -4.865
Calculated total energy (eV): -8735.2679

Last column: Mulliken charge in e.
Cartesian coordinates (Å):
C: -1.088 -0.911 0.123  0.65
C: -1.401 0.251 -0.801  -0.51
C: 1.140 -0.982 0.231  -0.64
C: 0.922 0.498 -0.188  -0.39
N: -0.071 -1.595 -0.291  -0.44
N: -0.898 0.014 1.208  -0.50
N: -0.466 0.878 0.130  0.14
H: -0.941 0.391 -1.819  0.30
H: -2.379 0.761 -0.734  0.34
H: 1.871 -1.426 -0.423  0.35
H: 1.182 -1.118 1.312  0.35
H: 1.688 1.033 0.338  0.32
H: 1.184 0.496 -1.322  0.30
H: -0.172 -0.257 1.995  0.33
H: -0.571 1.966 0.242  0.39